# 1
Here is C6H7AuN5O3S as an isolated structure from OMol25. Energies are from ωB97M-V with the def2-TZVPD basis set.

Atoms and positions in Å:
Au1 -0.83525 -0.75463 0.70820
N1 2.32735 0.21187 -2.46270
C1 3.41215 -0.31133 -1.81240
C2 2.91835 -0.88943 -0.67980
N2 1.56945 -0.72323 -0.63190
C3 1.24035 -0.06023 -1.70270
H1 2.34445 0.70297 -3.34060
H2 4.40595 -0.21643 -2.20420
H3 3.43265 -1.41223 0.10480
H4 0.24415 0.24767 -1.95110
C4 -3.89775 0.25957 -0.50410
S1 -2.39165 0.25467 -1.53850
O1 -2.81695 0.20717 -2.92060
O2 -1.61665 1.43387 -1.20100
O3 -1.70945 -1.01853 -1.14650
H5 -4.25605 1.27397 -0.39760
H6 -3.60475 -0.14993 0.45420
H7 -4.62595 -0.37083 -0.99750
N3 -0.22445 -0.51033 2.50220
C5 0.42455 -0.13943 3.40220
N4 1.21995 0.12937 4.31940
C6 1.17175 0.68637 5.47250
N5 1.26785 1.14917 6.52780

- Charge: -1

***

# 2
Here is a 2-piece molecular cluster, C3H3F3 overall from OMol25. Energies are from ωB97M-V with the def2-TZVPD basis set.

Atoms and positions in Å:
C1 1.37043 -0.64539 0.19417
C2 0.91718 0.41517 -0.26133
C3 -1.29276 0.32378 -0.00837
F1 -1.80515 1.04847 0.93672
F2 -1.91165 0.69601 -1.10790
F3 -1.49168 -0.93878 0.24070
H1 2.45944 -0.85520 0.16881
H2 0.63950 -1.35207 0.54578
H3 1.11468 1.30803 -0.70857

- Relative energy (zero: lowest compared OMol25 entry of this formula, charge and spin): 2.857 eV

***

# 3
Here is a 10-piece molecular cluster, C32H51Br18NO4 overall from OMol25. Energies are from ωB97M-V with the def2-TZVPD basis set.

Atoms and positions in Å:
O1 -2.11798 -1.08950 1.09553
C1 -1.83848 -0.16895 0.14279
C2 -1.97359 -0.53977 -1.46329
C3 -1.40976 0.65057 -2.15174
C4 -1.19239 1.04885 -3.72127
C5 -0.61480 -0.13600 -4.68760
C6 0.20905 -1.33144 -3.93221
N1 1.32482 -0.87204 -3.01990
C7 1.96335 -2.12142 -2.38167
C8 3.56990 -2.04234 -2.77473
C9 4.49013 -1.04924 -1.80502
C10 6.08436 -0.88469 -2.16035
C11 6.72298 -1.72219 -3.43949
C12 5.77771 -2.70897 -4.38370
C13 4.15783 -2.90348 -4.04630
O2 3.37187 -3.81929 -4.90464
C14 -0.98592 1.75603 -1.00227
O3 -0.42590 2.97757 -1.20867
O4 -1.34885 1.23501 0.35102
H1 -2.36860 -1.50448 -1.99588
H2 -0.46459 1.97260 -3.81155
H3 -2.22491 1.40089 -4.20470
H4 -1.48924 -0.61173 -5.34086
H5 0.09723 0.39595 -5.48469
H6 -0.56193 -2.06209 -3.38679
H7 0.68606 -2.00162 -4.79760
H8 2.04503 -0.30410 -3.52486
H9 1.82774 -2.13949 -1.20612
H10 1.44916 -3.12357 -2.76855
H11 4.02918 -0.45473 -0.90042
H12 6.72931 -0.16360 -1.48297
H13 7.86386 -1.63910 -3.74561
H14 6.20030 -3.30375 -5.32277
H15 2.44404 -3.92826 -4.54012
Br1 -2.76536 -5.47605 1.44652
C15 -3.25161 -3.92047 2.51850
C16 -4.68492 -4.00650 2.98840
Br2 -5.92706 -3.56829 1.54927
H16 -3.04684 -3.03613 1.90870
H17 -2.56498 -3.93647 3.36960
H18 -4.88043 -3.26506 3.76799
H19 -4.96191 -4.99764 3.35843
Br3 -1.31334 -1.79096 -7.93532
C17 -3.15579 -2.43078 -7.89753
C18 -4.12350 -1.33382 -8.27540
Br4 -4.38713 -0.08574 -6.79931
H20 -3.33118 -2.83951 -6.89852
H21 -3.18908 -3.24335 -8.62876
H22 -5.11525 -1.74735 -8.47832
H23 -3.79732 -0.74475 -9.13715
Br5 -0.10765 8.18564 0.80999
C19 -1.61795 6.95882 0.94895
C20 -1.72901 6.08677 -0.27978
Br6 -2.49733 7.07248 -1.77781
H24 -2.50785 7.56766 1.13127
H25 -1.41029 6.35228 1.83499
H26 -2.41830 5.25659 -0.10258
H27 -0.76817 5.68918 -0.61846
Br7 2.18985 -7.15104 1.37532
C21 1.36700 -8.47471 2.54843
C22 0.00646 -8.01717 3.01979
Br8 0.16158 -6.67346 4.42564
H28 2.07050 -8.65833 3.36526
H29 1.28028 -9.37888 1.93930
H30 -0.54176 -8.84522 3.47753
H31 -0.60371 -7.57879 2.22511
Br9 11.15404 -2.89115 -3.17333
C23 9.64375 -4.11797 -3.03437
C24 9.53268 -4.99002 -4.26310
Br10 8.76436 -4.00431 -5.76114
H32 8.75385 -3.50913 -2.85205
H33 9.85141 -4.72452 -2.14833
H34 8.84339 -5.82020 -4.08590
H35 10.49352 -5.38762 -4.60179
Br11 -5.51427 -9.09111 -0.98229
C25 -6.00051 -7.53553 0.08969
C26 -7.43382 -7.62157 0.55959
Br12 -8.67597 -7.18336 -0.87954
H36 -5.79574 -6.65119 -0.52011
H37 -5.31389 -7.55153 0.94079
H38 -7.62933 -6.88013 1.33919
H39 -7.71081 -8.61270 0.92962
Br13 4.99333 10.42784 3.58505
C27 3.15088 9.78803 3.62283
C28 2.18316 10.88499 3.24496
Br14 1.91953 12.13306 4.72105
H40 2.97548 9.37930 4.62184
H41 3.11759 8.97545 2.89160
H42 1.19142 10.47146 3.04205
H43 2.50935 11.47406 2.38322
Br15 -0.59062 7.55733 5.79958
C29 -2.36362 7.88168 5.05349
C30 -3.34833 6.82900 5.50602
Br16 -3.09689 5.16007 4.52750
H44 -2.24861 7.93035 3.96709
H45 -2.65327 8.86742 5.42831
H46 -4.37316 7.13785 5.28226
H47 -3.27003 6.58995 6.57032
Br17 -2.91814 4.59735 9.81295
C31 -1.19957 4.94707 8.95877
C32 -0.39996 5.96648 9.73595
Br18 -1.06999 7.77270 9.42831
H48 -1.41081 5.25314 7.93040
H49 -0.68644 3.98132 8.94764
H50 0.63792 5.98612 9.39221
H51 -0.41680 5.79948 10.81661

- SMILES: O=C1C=C(CCCNCc2ccccc2O)C(=O)O1.BrCCBr.BrCCBr.BrCCBr.BrCCBr.BrCCBr.BrCCBr.BrCCBr.BrCCBr.BrCCBr

***

Maximum force across the listed records, respectively: 1.917, 7.243, 9.766 eV Å⁻¹.
E_LUMO across the listed records, respectively: 2.872, 0.925, -1.748 eV.